106
Properties=species:S:1:pos:R:3 method="wB97M-V/def2-TZVPD" lumo_energy_ev="2.40 / 1.51" orbital_gap_ev="4.5 / 3.6" total_charge=-2 multiplicity=1
Sr -0.091 0.417 -0.147
C 3.082 0.237 3.110
C 3.616 1.463 2.360
C 2.906 1.703 1.015
N 1.476 1.772 1.230
C 0.919 2.860 1.666
C 1.500 4.169 1.627
C 1.216 5.306 2.348
C 0.376 5.464 3.450
C -0.509 4.505 3.937
C -0.911 3.322 3.358
C -0.495 2.693 2.134
N -1.218 1.866 1.452
C -2.626 1.706 1.738
C -2.927 0.412 2.508
C -2.772 -0.850 1.642
N -1.395 -1.185 1.333
C -0.784 -2.032 2.101
C -1.264 -2.521 3.364
C -0.955 -3.683 4.047
C -0.230 -4.793 3.627
C 0.515 -4.871 2.442
C 0.900 -3.847 1.618
C 0.606 -2.433 1.715
N 1.421 -1.471 1.450
C 2.844 -1.695 1.365
C 3.571 -1.124 2.602
H 1.994 0.256 3.050
H 3.363 0.324 4.164
H 4.695 1.369 2.186
H 3.451 2.349 2.981
H 3.098 0.855 0.358
H 3.331 2.599 0.544
H 2.269 4.275 0.868
H 1.782 6.190 2.066
H 0.425 6.410 3.979
H -1.000 4.753 4.875
H -1.670 2.768 3.900
H -3.138 1.647 0.777
H -3.042 2.562 2.285
H -3.964 0.458 2.862
H -2.266 0.347 3.377
H -3.289 -0.665 0.695
H -3.274 -1.690 2.140
H -1.936 -1.841 3.875
H -1.418 -3.775 5.027
H -0.255 -5.673 4.261
H 0.896 -5.857 2.185
H 1.549 -4.101 0.785
H 3.220 -1.210 0.466
H 3.114 -2.756 1.295
H 4.641 -1.078 2.370
H 3.444 -1.848 3.413
C -1.558 -3.769 -2.486
C -0.617 -2.614 -2.281
N -1.048 -1.498 -1.840
O -2.404 -1.515 -1.667
C 0.793 -2.800 -2.664
C 1.111 -3.307 -4.046
N 1.733 -2.530 -1.855
O 2.937 -2.660 -2.058
H -1.935 -4.063 -1.504
H -1.063 -4.620 -2.947
H -2.416 -3.459 -3.084
H -2.587 -0.570 -1.472
H 0.200 -3.491 -4.609
H 1.709 -4.219 -3.993
H 1.707 -2.554 -4.567
O -0.546 2.247 -1.423
C -1.725 2.032 -1.730
O -2.455 1.102 -1.296
C -2.354 2.967 -2.755
C -3.720 2.945 -2.975
C -4.267 3.779 -3.943
C -3.470 4.622 -4.700
C -2.108 4.610 -4.472
C -1.536 3.802 -3.501
N -1.257 5.454 -5.310
O -1.779 6.398 -5.876
O -0.080 5.166 -5.383
N -5.698 3.754 -4.192
O -6.396 3.081 -3.461
O -6.130 4.407 -5.125
H -4.348 2.278 -2.404
H -3.898 5.257 -5.460
H -0.469 3.808 -3.317
F 5.727 2.100 -5.117
C 4.901 3.039 -4.653
C 5.053 4.301 -5.143
F 6.027 4.507 -6.031
C 4.243 5.391 -4.742
C 3.228 5.039 -3.817
C 3.057 3.769 -3.352
F 2.070 3.547 -2.485
C 3.899 2.689 -3.716
C 3.739 1.381 -3.191
C 2.603 0.976 -2.465
N 1.690 0.570 -1.888
C 4.731 0.377 -3.334
N 5.546 -0.434 -3.424
F 2.402 5.984 -3.376
C 4.431 6.708 -5.219
C 3.769 7.841 -4.686
N 3.311 8.818 -4.276
C 5.337 7.046 -6.254
N 6.037 7.404 -7.099

=====

109
Properties=species:S:1:pos:R:3 method="wB97M-V/def2-TZVPD" lumo_energy_ev="3.49 / 3.49" orbital_gap_ev="5.9 / 5.2" total_charge=-2 multiplicity=3
Cr -0.144 0.768 -0.503
S 3.287 1.951 5.917
C 2.614 1.798 4.418
S 1.266 2.745 3.857
C 1.032 1.950 2.305
C 1.901 0.935 2.070
S 1.760 -0.100 0.663
S 3.181 0.682 3.232
S -0.184 2.460 1.223
Br 2.389 -0.875 -2.572
C 0.536 -0.848 -3.003
C 0.205 -1.396 -4.230
C -1.122 -1.640 -4.519
C -2.048 -1.361 -3.527
C -1.636 -0.774 -2.356
N -0.346 -0.447 -2.071
H 0.993 -1.640 -4.927
H -1.421 -2.022 -5.485
H -3.101 -1.570 -3.662
H -2.361 -0.520 -1.592
F 3.355 4.051 -3.640
C 3.035 2.823 -3.230
F 4.103 2.032 -3.338
F 2.106 2.355 -4.079
S 2.272 2.872 -1.489
O 1.063 2.095 -1.697
O 2.126 4.259 -1.194
N 3.246 2.102 -0.512
S 4.610 2.875 -0.233
O 5.560 2.025 0.413
O 5.047 3.659 -1.353
C 4.200 4.167 1.078
F 4.277 5.399 0.575
F 2.997 3.988 1.611
F 5.106 4.080 2.070
S -1.338 2.237 -4.755
P -2.208 2.986 -3.158
S -2.062 2.152 -1.322
C -1.787 4.781 -3.101
C -0.453 5.118 -3.291
C -0.051 6.442 -3.327
C -0.997 7.449 -3.199
C -2.334 7.125 -3.022
C -2.730 5.796 -2.966
C -4.030 3.092 -3.422
C -4.902 3.238 -2.346
C -6.264 3.383 -2.567
C -6.766 3.376 -3.861
C -5.902 3.215 -4.935
C -4.538 3.076 -4.715
H 0.262 4.323 -3.428
H 0.997 6.680 -3.452
H -0.692 8.489 -3.231
H -3.077 7.910 -2.928
H -3.773 5.551 -2.815
H -4.500 3.225 -1.341
H -6.938 3.499 -1.726
H -7.830 3.489 -4.034
H -6.293 3.197 -5.946
H -3.851 2.948 -5.543
C 5.911 -3.706 4.531
C 4.588 -3.349 3.904
C 3.532 -2.891 4.679
C 2.327 -2.505 4.107
C 1.243 -1.979 5.018
C 2.154 -2.592 2.712
Te 0.228 -1.691 1.951
N -1.061 -0.562 0.638
C -2.377 -0.732 0.828
O -3.285 -0.182 0.191
C -2.830 -1.728 1.888
C -3.361 -2.949 1.484
C -3.815 -3.866 2.420
C -3.764 -3.563 3.774
C -3.267 -2.334 4.185
C -2.798 -1.423 3.248
C -0.155 -3.499 0.880
C -0.391 -3.388 -0.483
C -0.595 -4.513 -1.266
C -0.565 -5.767 -0.676
C -0.366 -5.875 0.693
C -0.169 -4.755 1.495
C -0.017 -4.917 2.983
C 3.214 -3.062 1.925
C 3.121 -3.202 0.425
C 4.410 -3.436 2.533
H 5.825 -3.763 5.616
H 6.657 -2.946 4.291
H 6.277 -4.663 4.155
H 3.661 -2.799 5.753
H 1.584 -1.984 6.053
H 0.330 -2.576 4.946
H 0.983 -0.949 4.767
H -3.417 -3.177 0.426
H -4.214 -4.819 2.092
H -4.110 -4.280 4.510
H -3.238 -2.089 5.240
H -2.425 -0.455 3.565
H -0.422 -2.404 -0.929
H -0.768 -4.403 -2.329
H -0.708 -6.658 -1.275
H -0.374 -6.856 1.158
H -0.493 -5.838 3.320
H -0.482 -4.071 3.493
H 1.035 -4.941 3.271
H 2.214 -2.763 0.031
H 3.131 -4.257 0.139
H 3.967 -2.711 -0.058
H 5.227 -3.793 1.912

=====

no.,F_max (eV/A),DFT total energy (Eh)
1,2.61,-3425.368213
2,2.29,-10688.389460